[1]
ORCA calculation (ωB97M-V with the def2-TZVPD basis set) on a structure of composition C2H3NO4PS.

```
12
C2H3NO4PS (ωB97M-V with the def2-TZVPD basis set)
C -0.4683 1.4223 1.4411
C 1.2735 0.5162 -1.0575
N -0.1212 2.4771 1.1315
O -0.8204 -2.7080 -0.4240
O -1.4929 -0.3328 -1.2169
O -1.9657 -1.0634 2.6121
O 0.8971 -0.7159 -0.4731
P -0.7283 -1.2242 -0.3340
S -0.7134 -0.7909 1.9667
H 1.1276 0.4981 -2.1511
H 2.2996 0.5974 -0.9823
H 0.7125 1.3240 -0.5124
```

Highest occupied orbital energy: -5.8 eV
Total charge: -1
Gap between HOMO and LUMO: 0.310 Ha
Energy above the lowest of the compared OMol25 structures with the same formula, charge and spin: 0.000 eV
LUMO: 2.630 eV

***

[2]
ORCA calculation (ωB97M-V with the def2-TZVPD basis set) on a cluster of 2 separate species, C4H13N2O in total.

```
20
C4H13N2O (ωB97M-V with the def2-TZVPD basis set)
C 0.3230 1.3800 0.4652
C -0.3068 0.8161 -0.8704
C -1.0614 -0.4723 -0.7851
C -0.9332 -1.3143 -1.8484
N -1.8786 -2.1933 -2.2761
N 0.3749 0.2412 1.4530
H 1.2997 1.7981 0.2460
H -0.2546 2.1379 0.9867
H 0.5508 0.6277 -1.5284
H -0.8843 1.5706 -1.4055
H -1.9008 -0.5458 -0.0984
H 0.0070 -1.4657 -2.3719
H -2.7291 -2.2087 -1.7395
H -1.9532 -2.5051 -3.2234
H 1.2008 0.2290 2.0927
H 0.2808 -0.7428 1.1730
H -0.4515 0.3775 2.0322
H 3.3117 0.8228 3.3116
H 2.8413 2.0371 2.4868
O 2.5931 1.1451 2.7440
```

Highest occupied orbital energy: -11.4 eV
Total charge: +1
Gap between HOMO and LUMO: 0.310 Ha
Energy above the lowest of the compared OMol25 structures with the same formula, charge and spin: 2.102 eV
LUMO: -2.944 eV

***

[3]
ORCA calculation (ωB97M-V with the def2-TZVPD basis set) on a cluster of 9 separate species, C20H60N2O14 in total.

```
96
C20H60N2O14 (ωB97M-V with the def2-TZVPD basis set)
C 4.8580 -22.1196 -21.0510
O 3.7744 -21.7375 -21.8732
C 2.5900 -21.6278 -21.1386
C 1.4400 -21.1806 -22.0229
C 1.7503 -19.9226 -22.8272
N 0.2670 -20.9002 -21.1719
H 5.7765 -22.0942 -21.6278
H 4.6787 -23.1193 -20.6347
H 4.9125 -21.4302 -20.1990
H 2.2950 -22.5655 -20.6441
H 2.7236 -20.8845 -20.3347
H 1.2937 -21.9774 -22.7655
H 2.6505 -20.0246 -23.4352
H 1.9456 -19.0537 -22.1896
H 0.9242 -19.6288 -23.4779
H -0.0685 -21.8082 -20.8385
H -0.4506 -20.5782 -21.8162
C 2.7210 -25.5734 -13.8383
O 2.8248 -26.8538 -13.2531
C 1.6431 -27.5949 -13.4204
C 1.9364 -29.0463 -13.1413
C 2.2137 -29.2681 -11.6401
N 3.1098 -29.4638 -13.9532
H 1.7654 -25.0862 -13.6161
H 2.7455 -25.6765 -14.9300
H 3.5659 -24.9790 -13.5025
H 0.7967 -27.1951 -12.8442
H 1.2731 -27.4856 -14.4558
H 1.1088 -29.7139 -13.3870
H 3.0966 -28.7399 -11.2811
H 2.3468 -30.3299 -11.4224
H 1.3443 -28.9417 -11.0584
H 3.3870 -30.3963 -13.6688
H 3.8560 -28.8468 -13.6379
O -0.2507 -17.5653 -16.7351
C -0.6068 -18.9449 -16.6269
C 0.0492 -19.7655 -17.7018
O -0.3407 -19.2209 -18.9633
H 0.1090 -17.4966 -17.6297
H -0.3650 -19.3498 -15.6396
H -1.6979 -19.0434 -16.6913
H -0.2595 -20.8161 -17.6251
H 1.1475 -19.7385 -17.6883
H 0.0797 -19.7197 -19.6947
O 6.1124 -25.6426 -19.1197
C 4.7267 -25.8698 -18.8733
C 4.4614 -26.2575 -17.4339
O 3.0724 -26.5050 -17.2371
H 6.5658 -26.4886 -19.0276
H 4.2725 -24.9017 -19.0951
H 4.2751 -26.5919 -19.5590
H 4.7970 -25.4552 -16.7666
H 5.0418 -27.1377 -17.1348
H 2.9356 -27.3929 -16.8969
O 7.7668 -23.4715 -15.7740
C 6.6476 -22.6352 -15.4863
C 6.2029 -21.7989 -16.6634
O 5.5388 -22.5716 -17.6619
H 7.6451 -23.8341 -16.6573
H 5.7962 -23.2577 -15.1816
H 6.9117 -22.0203 -14.6266
H 6.9815 -21.1461 -17.0652
H 5.4101 -21.1274 -16.3201
H 6.1759 -23.0655 -18.1926
O 1.4755 -24.2064 -17.9577
C 2.2091 -22.9813 -17.7816
C 2.3234 -22.6595 -16.3126
O 1.0334 -22.4296 -15.7669
H 2.0222 -24.9197 -17.5966
H 3.1886 -23.1166 -18.2450
H 1.6282 -22.2058 -18.2816
H 2.9119 -21.7688 -16.0885
H 2.8478 -23.4549 -15.7659
H 0.4360 -23.1486 -16.0386
O 3.7107 -21.3463 -13.5707
C 2.9416 -20.4387 -12.7463
C 1.5236 -20.9446 -12.5556
O 0.6707 -20.7020 -13.6476
H 4.4900 -21.5932 -13.0692
H 3.4605 -20.2968 -11.7971
H 2.9201 -19.4848 -13.2786
H 1.1107 -20.5349 -11.6307
H 1.5751 -22.0292 -12.3725
H 0.9395 -21.3467 -14.3282
C -1.4763 -24.1711 -14.2827
O -1.0709 -24.2937 -15.6475
H -1.8655 -25.1293 -13.9266
H -0.6070 -23.9159 -13.6768
H -2.2049 -23.3754 -14.1152
H -1.8880 -24.4080 -16.1434
C -1.2131 -24.7843 -19.8166
O -0.5200 -23.5472 -19.8830
H -0.5195 -25.6023 -20.0392
H -1.5081 -24.9476 -18.7762
H -2.0328 -24.7890 -20.5232
H 0.2677 -23.5684 -19.3254
```

Highest occupied orbital energy: -9.2 eV
Gap between HOMO and LUMO: 0.350 Ha
Energy above the lowest of the compared OMol25 structures with the same formula, charge and spin: 0.000 eV
LUMO: 0.274 eV

***

[4]
ORCA calculation (ωB97M-V with the def2-TZVPD basis set) on a cluster of 7 separate species, C25H57N6O7 in total.

```
95
C25H57N6O7 (ωB97M-V with the def2-TZVPD basis set)
C 3.1862 -1.4663 0.2472
C 2.4960 -2.6647 0.9221
C 1.0769 -2.7924 0.3785
C 0.2918 -3.9304 1.0457
O -1.1363 -3.5827 1.1829
C -1.8308 -3.5795 -0.0172
C -2.0050 -2.2028 -0.6928
C -2.1388 -1.0256 0.2782
H 3.4558 -1.7664 -0.7607
H 2.4677 -0.6515 0.2239
H 4.0640 -1.1302 0.7973
H 3.0562 -3.5717 0.7213
H 2.4082 -2.5026 1.9944
H 1.1056 -2.8802 -0.7127
H 0.5947 -1.8197 0.5700
H 0.6515 -3.9281 2.0810
H -2.8488 -3.9519 0.2050
H -1.3948 -4.3090 -0.7087
H -1.1223 -2.0210 -1.3008
H -2.8758 -2.2035 -1.3472
H -1.6555 -0.1506 -0.1519
H -3.1771 -0.7463 0.4636
H -1.6614 -1.1951 1.2382
C -1.3160 2.7305 0.8383
O -1.1731 1.9089 -0.0468
N -2.2013 3.7421 0.8204
C -2.3175 4.6776 1.9208
C -3.0731 3.8997 -0.3328
H -0.7132 2.7017 1.7651
H -3.3278 4.6290 2.3369
H -2.1171 5.6892 1.5689
H -1.6017 4.4232 2.7024
H -3.6725 2.9957 -0.4573
H -2.4735 4.0446 -1.2315
H -3.7261 4.7532 -0.1923
C 5.3581 -5.5839 -0.4790
O 5.2842 -4.3945 -0.2464
N 4.6215 -6.2220 -1.4076
C 4.7536 -7.6436 -1.6506
C 3.6604 -5.4461 -2.1767
H 6.0389 -6.2583 0.0739
H 5.0511 -7.8164 -2.6881
H 3.8010 -8.1449 -1.4660
H 5.5097 -8.0713 -0.9969
H 4.1740 -4.6535 -2.7242
H 2.9316 -4.9837 -1.5080
H 3.1449 -6.0987 -2.8771
C -6.0171 1.6513 2.4867
O -4.9871 2.0579 1.9894
N -6.3816 0.3564 2.5787
C -7.6326 -0.0374 3.1887
C -5.4974 -0.6791 2.0529
H -6.7695 2.3370 2.9209
H -7.4446 -0.6891 4.0451
H -8.2509 -0.5749 2.4656
H -8.1761 0.8422 3.5298
H -4.5325 -0.6349 2.5562
H -5.3326 -0.5213 0.9884
H -5.9467 -1.6560 2.2118
C -5.3810 6.4176 -2.3382
O -4.5154 5.9380 -1.6347
N -6.2826 7.3295 -1.9189
C -7.2977 7.8714 -2.7970
C -6.2219 7.7738 -0.5362
H -5.5033 6.1391 -3.3993
H -7.1869 8.9553 -2.8768
H -8.2928 7.6453 -2.4071
H -7.2031 7.4354 -3.7893
H -5.2503 8.2241 -0.3299
H -6.3497 6.9240 0.1351
H -7.0075 8.5029 -0.3529
C 8.4718 -9.8756 -2.0688
O 7.3245 -9.8240 -1.6742
N 9.2116 -8.7959 -2.3915
C 10.5774 -8.9079 -2.8584
C 8.6070 -7.4784 -2.2617
H 9.0132 -10.8296 -2.1974
H 11.2507 -8.3765 -2.1822
H 10.6694 -8.4786 -3.8585
H 10.8735 -9.9543 -2.8973
H 8.2999 -7.3072 -1.2296
H 7.7215 -7.4086 -2.8941
H 9.3239 -6.7167 -2.5567
C -0.2906 8.2948 1.2424
O -1.3175 7.7055 1.5170
N 0.9138 8.0097 1.7733
C 2.1097 8.7413 1.4107
C 1.0060 6.9255 2.7381
H -0.2603 9.1256 0.5158
H 2.8469 8.0635 0.9757
H 2.5425 9.2156 2.2944
H 1.8686 9.5118 0.6813
H 0.6721 5.9923 2.2840
H 0.3661 7.1344 3.5963
H 2.0355 6.8187 3.0696
```

Highest occupied orbital energy: -0.5 eV
Total charge: -1
Gap between HOMO and LUMO: 0.089 Ha
LUMO: 1.902 eV

***

[5]
ORCA calculation (ωB97M-V with the def2-TZVPD basis set) on a structure of composition C30H23N4O10W.

```
68
C30H23N4O10W (ωB97M-V with the def2-TZVPD basis set)
W 0.9788 -0.0265 0.3703
O -0.2401 3.3933 -1.4893
C 0.2941 2.5903 -0.7673
O 0.0279 1.2680 -0.8163
C 1.3175 2.9090 0.2826
C 1.5201 4.0737 0.9170
C 2.4121 4.1105 2.0614
C 2.9751 2.9902 2.6166
C 2.7342 1.7590 1.9961
C 2.0190 1.7150 0.7330
O 2.5373 0.9131 -0.2626
N 2.9737 0.5416 2.5323
O 3.6462 0.3105 3.5338
O 2.4204 -0.4877 1.8965
N 2.6294 5.3748 2.7185
O 3.4026 5.4269 3.6674
O 2.0009 6.3466 2.3161
H 0.9934 4.9740 0.6334
H 3.5503 3.0575 3.5287
C -0.2462 0.4703 1.9902
C -0.3393 0.7196 3.1919
C -0.3931 1.0459 4.5371
C -0.4814 2.4498 4.9242
C -0.0555 3.4516 4.0373
C -0.1054 4.7863 4.3926
C -0.6003 5.1613 5.6369
C -1.0453 4.1844 6.5176
C -0.9839 2.8449 6.1717
C -0.2597 -0.0430 5.5052
C -0.6968 -1.3312 5.1702
C -0.5260 -2.3837 6.0514
C 0.0906 -2.1821 7.2806
C 0.5415 -0.9127 7.6167
C 0.3692 0.1466 6.7411
H 0.3315 3.1580 3.0688
H 0.2546 5.5370 3.7004
H -0.6353 6.2063 5.9169
H -1.4437 4.4683 7.4840
H -1.3434 2.0932 6.8633
H -1.1569 -1.4974 4.2033
H -0.8742 -3.3720 5.7752
H 0.2311 -3.0091 7.9651
H 1.0476 -0.7492 8.5600
H 0.7536 1.1254 6.9990
C -1.4003 -5.3506 0.2236
C -0.5187 -5.5151 1.4571
C 0.6694 -4.5374 1.4877
C 1.5012 -4.7641 2.7726
C 2.6913 -3.8197 2.9107
C 1.5626 -4.8477 0.3008
O 2.0183 -5.9457 0.0864
N 1.8539 -3.7949 -0.5504
C 1.4267 -2.5133 -0.3495
O 1.8026 -1.5874 -1.1013
N 0.5961 -2.1724 0.6521
C 0.1216 -3.1070 1.5539
O -0.6874 -2.8207 2.4028
H -2.2273 -6.0601 0.2448
H -0.8369 -5.5290 -0.6952
H -1.8263 -4.3465 0.1771
H -0.1156 -6.5278 1.5042
H -1.1013 -5.3355 2.3606
H 1.8330 -5.8042 2.7650
H 0.8162 -4.6328 3.6121
H 3.3987 -3.9450 2.0871
H 3.2296 -4.0227 3.8364
H 2.3871 -2.7722 2.9358
H 2.4876 -3.9638 -1.3188
```

Highest occupied orbital energy (alpha / beta): -4.4 / -4.9 eV
<S²>: 2.12
Total charge: -1
Gap between HOMO and LUMO (alpha / beta): 0.215 / 0.220 Ha
Energy above the lowest of the compared OMol25 structures with the same formula, charge and spin: 0.537 eV
Spin multiplicity: 3
LUMO (alpha / beta): 1.407 / 1.046 eV

***

[6]
ORCA calculation (ωB97M-V with the def2-TZVPD basis set) on an isolated molecule of C7H10.

```
17
C7H10 (ωB97M-V with the def2-TZVPD basis set)
C 1.0256 1.0795 -1.0895
C -0.3587 0.4691 -1.0477
C -0.6159 -0.9063 -0.4907
C 0.4958 -1.4578 0.3918
C 0.8205 -0.4777 1.4828
C -0.3833 0.4034 1.5289
C -1.1558 0.3116 0.2224
H 1.5920 0.6977 -1.9472
H 0.9692 2.1700 -1.1788
H 1.6185 0.8601 -0.1892
H -0.9659 0.7139 -1.9177
H -1.2691 -1.5861 -1.0308
H 1.4002 -1.7713 -0.1435
H 0.1728 -2.3558 0.9488
H -0.9404 -0.1196 2.3341
H -0.1923 1.4086 1.9206
H -2.2134 0.5608 0.2057
```

Highest occupied orbital energy: -8.4 eV
Gap between HOMO and LUMO: 0.322 Ha
Energy above the lowest of the compared OMol25 structures with the same formula, charge and spin: 3.929 eV
LUMO: 0.358 eV

***

[7]
ORCA calculation (ωB97M-V with the def2-TZVPD basis set) on an isolated molecule of C6H9N.

```
16
C6H9N (ωB97M-V with the def2-TZVPD basis set)
C -1.8899 -1.0762 0.4762
N -0.6765 -0.4373 0.9580
C 1.7868 1.6636 -0.0272
C 1.6413 0.3206 0.6275
C 0.4452 -0.4381 0.0192
C 0.1880 0.4046 -1.2086
C 0.8841 1.5627 -1.1752
H -2.2633 -0.7022 -0.4926
H -1.7201 -2.1543 0.3789
H -2.6802 -0.9303 1.2187
H -0.8744 0.5285 1.2073
H 1.5952 0.3774 1.7205
H 2.5957 -0.1840 0.4049
H 0.6631 -1.4840 -0.2372
H -0.5189 0.1172 -1.9865
H 0.7771 2.3544 -1.9133
```

Highest occupied orbital energy: -8.2 eV
Gap between HOMO and LUMO: 0.283 Ha
Energy above the lowest of the compared OMol25 structures with the same formula, charge and spin: 4.213 eV
LUMO: -0.526 eV

***

[8]
ORCA calculation (ωB97M-V with the def2-TZVPD basis set) on a structure of composition C38H50CsN10O4P2S3.

```
108
C38H50CsN10O4P2S3 (ωB97M-V with the def2-TZVPD basis set)
Cs -0.0435 0.2893 -0.5356
O 1.6662 2.3202 -0.3594
N 2.6737 2.9142 0.1961
C 2.4612 4.0888 0.8292
C 3.4711 4.7838 1.4434
C 4.7557 4.2357 1.4170
C 4.9563 3.0366 0.7827
C 3.9208 2.3226 0.1455
S 4.1466 0.8312 -0.6524
H 1.4293 4.4055 0.8042
H 3.2434 5.7062 1.9555
H 5.5820 4.7418 1.9018
H 5.9341 2.5767 0.7495
C 1.0983 -4.5885 -1.0121
N 1.5661 -3.2489 -1.3518
C 2.0361 -2.5167 -0.1583
P 1.1024 -2.5324 -2.7534
O 1.1665 -1.0665 -2.7092
O -0.3874 -3.1104 -3.1140
P -1.7396 -2.3916 -2.5390
O -1.5889 -2.1197 -1.1021
N -2.9216 -3.5063 -2.7867
C -3.3242 -3.8769 -4.1259
C -3.1934 -4.5025 -1.7642
N -1.9728 -1.1171 -3.5412
C -2.7758 0.0258 -3.0711
C -1.1758 -0.8285 -4.7239
N 1.8985 -3.1410 -4.0839
C 1.7588 -4.5373 -4.4574
C 3.2767 -2.6687 -4.1910
H 1.9171 -5.1660 -0.5761
H 0.7364 -5.1164 -1.8937
H 0.2861 -4.5359 -0.2795
H 2.8650 -3.0866 0.2663
H 1.2443 -2.4443 0.5936
H 2.4196 -1.5207 -0.3889
H -3.1155 -3.0606 -4.8164
H -4.3985 -4.0786 -4.1497
H -2.7980 -4.7759 -4.4730
H -2.8390 -4.1442 -0.8009
H -2.7034 -5.4567 -1.9953
H -4.2710 -4.6714 -1.6976
H -3.1193 -0.1156 -2.0461
H -3.6369 0.1736 -3.7278
H -2.1738 0.9410 -3.0772
H -0.5939 -1.6943 -5.0296
H -0.4826 -0.0075 -4.5282
H -1.8415 -0.5453 -5.5464
H 0.7202 -4.8501 -4.3728
H 2.3833 -5.1971 -3.8400
H 2.0699 -4.6572 -5.4986
H 3.3464 -1.6431 -3.8323
H 3.5817 -2.6964 -5.2397
H 3.9640 -3.2946 -3.6078
N -2.1981 -7.0260 2.9564
C -1.5723 -6.2095 3.9259
S -1.1670 -6.9207 5.4159
C -1.3119 -4.8708 3.5521
C -0.7859 -3.9068 4.4546
C -0.5793 -2.6163 4.0464
N -0.8234 -2.1478 2.8021
C -1.3327 -3.0473 1.9436
C -1.5786 -4.3656 2.2473
H -2.5337 -7.8712 3.3955
H -2.9426 -6.5552 2.4551
H -0.5592 -4.2075 5.4675
H -0.1759 -1.8890 4.7449
H -1.5416 -2.6818 0.9463
H -1.9465 -5.0154 1.4622
N -1.3904 0.7456 2.5052
C -0.5998 1.7215 2.9499
N 0.5683 1.5663 3.4963
C 1.0993 2.7925 3.8409
C 2.3342 2.9848 4.4574
C 2.7417 4.2671 4.7799
C 1.9390 5.3713 4.4946
C 0.7137 5.2003 3.8675
C 0.3057 3.9160 3.5476
S -1.1611 3.3952 2.7712
H -1.1239 -0.2440 2.6616
H -2.2999 0.9264 2.1112
H 2.9566 2.1247 4.6652
H 3.7043 4.4149 5.2543
H 2.2772 6.3682 4.7508
H 0.0887 6.0529 3.6308
C -5.8522 0.0900 2.5095
C -4.9392 -0.7281 1.8541
C -4.0651 -0.2098 0.9173
C -4.0447 1.1679 0.5921
C -4.9790 1.9818 1.2786
C -5.8511 1.4480 2.2085
N -3.0645 1.6121 -0.2483
C -3.2448 2.7145 -1.0245
C -4.4903 3.1829 -1.5169
C -4.5675 4.2354 -2.4109
C -3.4292 4.8901 -2.8668
C -2.1936 4.4490 -2.3986
C -2.1019 3.3982 -1.5093
H -6.5289 -0.3146 3.2517
H -4.8922 -1.7870 2.0851
H -3.3430 -0.8572 0.4299
H -4.9808 3.0485 1.0938
H -6.5364 2.1128 2.7255
H -5.3998 2.6859 -1.2040
H -5.5452 4.5485 -2.7663
H -3.5013 5.7154 -3.5646
H -1.2817 4.9340 -2.7317
H -1.1288 3.0923 -1.1428
```

Highest occupied orbital energy (alpha / beta): -0.7 / -1.9 eV
<S²>: 0.77
Total charge: -2
Gap between HOMO and LUMO (alpha / beta): 0.141 / 0.185 Ha
Energy above the lowest of the compared OMol25 structures with the same formula, charge and spin: 0.839 eV
Spin multiplicity: 2
LUMO (alpha / beta): 3.137 / 3.134 eV